No. 1
C14H19F3N4O in the gas phase. Source: OMol25; level of theory: wB97M-V/def2-TZVPD.

Last column: Mulliken charge in e.
Positions of all 41 atoms, in Å:
N1 6.67 1.70 -0.40  -0.45
C1 5.32 1.52 -0.24  0.50
O1 4.67 2.12 0.58  -0.60
N2 4.78 0.59 -1.09  -0.23
H1 5.41 -0.05 -1.55  0.28
C2 3.44 0.11 -0.86  -0.41
H2 2.87 0.95 -0.48  0.28
C3 3.41 -1.04 0.17  -0.91
N3 2.11 -1.55 0.53  0.03
C4 1.39 -2.22 -0.53  -0.49
H3 2.06 -2.92 -1.03  0.51
C5 0.21 -3.00 0.08  -1.21
N4 -0.67 -2.09 0.78  0.07
C6 -1.74 -1.50 0.14  1.23
C7 -2.13 -0.18 0.38  -0.12
C8 -3.26 0.34 -0.23  -0.57
C9 -4.03 -0.41 -1.10  -0.81
C10 -3.65 -1.72 -1.35  -0.74
C11 -2.54 -2.26 -0.74  -0.59
H4 -2.30 -3.29 -0.93  0.42
H5 -4.24 -2.33 -2.01  0.38
H6 -4.90 0.02 -1.58  0.48
C12 -3.60 1.77 0.07  0.98
F1 -4.78 2.16 -0.44  -0.29
F2 -3.66 2.02 1.39  -0.27
F3 -2.68 2.63 -0.42  -0.26
H7 -1.57 0.46 1.03  0.28
C13 0.07 -1.38 1.81  -1.51
H8 -0.59 -0.73 2.38  0.57
C14 1.24 -0.60 1.21  -0.30
H9 1.81 -0.10 1.99  0.48
H10 0.85 0.17 0.52  0.34
H11 0.48 -2.14 2.49  0.41
H12 -0.32 -3.53 -0.70  0.40
H13 0.60 -3.72 0.81  0.38
H14 0.99 -1.52 -1.28  0.30
H15 4.00 -1.88 -0.21  0.34
H16 3.89 -0.68 1.09  0.38
H17 3.02 -0.22 -1.82  0.25
H18 7.12 1.43 -1.26  0.20
H19 7.05 2.51 0.06  0.26

Kohn-Sham gap   8.49 eV
E_HOMO   -7.82 eV
Net charge   0
SMILES   NC(=O)NCCN1CCN(c2cccc(C(F)(F)F)c2)CC1
LUMO energy   0.665 eV



No. 2
A molecular structure, C26H18BCrN8O9S2. Source: OMol25; level of theory: wB97M-V/def2-TZVPD.

Last column: Löwdin spin population.
Positions of all 65 atoms, in Å:
Cr1 -0.41 -1.26 0.98  2.88
O1 -0.70 -5.29 1.31  0.00
S1 -1.72 -4.43 0.79  0.00
O2 -1.95 -4.43 -0.62  0.00
N1 -1.52 -2.86 1.32  0.00
C1 -2.58 -2.41 1.95  0.01
S2 -2.61 -0.75 2.24  -0.02
C2 -3.57 -3.43 2.29  0.00
C3 -4.67 -3.33 3.12  0.00
C4 -5.43 -4.47 3.35  0.00
C5 -5.09 -5.69 2.75  0.00
C6 -3.98 -5.79 1.92  0.00
C7 -3.24 -4.65 1.71  0.00
H1 -4.92 -2.39 3.58  0.00
H2 -6.28 -4.42 4.01  0.00
H3 -5.70 -6.56 2.94  0.00
H4 -3.71 -6.72 1.46  0.00
B1 2.27 -1.71 4.63  0.01
C8 1.21 -1.56 3.52  0.05
N2 0.45 -1.41 2.66  -0.01
H5 2.24 -0.70 5.30  0.00
H6 3.33 -1.82 4.05  0.00
H7 2.02 -2.69 5.28  0.00
N3 3.24 4.81 0.20  0.00
C9 3.38 6.12 -0.18  0.00
C10 4.46 7.00 -0.17  0.00
C11 4.22 8.27 -0.64  0.00
C12 2.96 8.66 -1.11  0.00
C13 1.89 7.79 -1.12  0.00
C14 2.10 6.49 -0.65  0.00
N4 1.24 5.43 -0.55  0.00
C15 1.93 4.45 -0.04  0.00
C16 1.41 3.12 0.25  0.01
C17 0.07 2.83 -0.02  0.00
C18 -0.40 1.57 0.24  0.01
N5 0.36 0.59 0.76  -0.01
C19 1.63 0.87 1.05  0.01
C20 2.19 2.11 0.81  0.00
H8 3.96 4.22 0.57  0.00
H9 5.43 6.69 0.20  0.00
H10 5.04 8.99 -0.65  0.00
H11 2.83 9.67 -1.47  0.00
H12 0.92 8.09 -1.48  0.00
H13 -0.56 3.59 -0.45  0.00
H14 -1.43 1.29 0.02  0.00
H15 2.22 0.06 1.46  0.00
H16 3.23 2.27 1.06  0.00
O3 1.77 -2.72 -6.04  -0.01
N6 0.57 -2.60 -5.86  0.00
O4 -0.26 -2.74 -6.74  0.00
C21 0.12 -2.31 -4.52  0.01
C22 -1.24 -2.17 -4.28  0.07
C23 -1.68 -1.83 -3.02  0.01
C24 -0.78 -1.63 -1.92  0.02
O5 -1.15 -1.20 -0.78  0.04
C25 0.61 -1.89 -2.20  0.00
C26 1.05 -2.17 -3.49  0.10
N7 1.56 -1.80 -1.19  0.33
O6 1.23 -1.98 0.08  0.10
O7 2.78 -1.60 -1.47  0.35
N8 -3.11 -1.68 -2.85  0.00
O8 -3.56 -1.13 -1.86  0.00
O9 -3.83 -2.11 -3.74  0.00
H17 -1.94 -2.31 -5.08  0.00
H18 2.10 -2.31 -3.67  0.01

Spin multiplicity   5
Energy above the lowest of the compared OMol25 structures with the same formula, charge and spin   0.000 eV
Kohn-Sham gap (alpha / beta)   5.22 / 7.32 eV
E_HOMO (alpha / beta)   -4.20 / -6.42 eV
Net charge   -1
LUMO energy (alpha / beta)   1.029 / 0.898 eV



No. 3
C4H7NO2 in the gas phase. Source: OMol25; level of theory: wB97M-V/def2-TZVPD.

Last column: Mulliken charge in e.
Positions of all 14 atoms, in Å:
C1 -0.07 1.68 0.12  -1.23
C2 -0.14 0.17 0.06  0.94
N1 1.15 -0.45 -0.17  -0.29
O1 1.24 -1.43 -1.19  -0.40
C3 -1.46 -0.37 -0.41  -0.20
C4 0.43 -0.87 1.00  -0.63
O2 -2.49 0.19 -0.12  -0.50
H1 0.08 2.02 -0.91  0.28
H2 -0.99 2.12 0.50  0.34
H3 0.79 2.02 0.70  0.37
H4 2.14 -1.26 -1.51  0.34
H5 -1.46 -1.34 -0.95  0.41
H6 -0.06 -1.84 0.91  0.33
H7 0.85 -0.66 1.98  0.25

Energy above the lowest of the compared OMol25 structures with the same formula, charge and spin   3.850 eV
Kohn-Sham gap   10.60 eV
E_HOMO   -9.73 eV
Net charge   0
SMILES   C[C@]1(C=O)CN1O
LUMO energy   0.869 eV



| no. | E_tot (eV) | F_max (Eh/bohr) |
| --- | --- | --- |
| 1 | -30988.12728 | 0.013 |
| 2 | -108367.78906 | 0.039 |
| 3 | -9843.43018 | 0.011 |